Entry 1:
The following is a quantum chemistry calculation of C36H34I2N3O2TeV as an isolated structure, from the Open Molecules 2025 dataset.

```
79
Properties=species:S:1:pos:R:3:forces:R:3
V -0.860 -0.734 0.796 0.2117 0.2235 -0.2602
I -2.435 -7.878 2.272 0.0009 0.0136 -0.0052
C -2.144 -5.982 1.462 0.0271 0.0102 0.0053
C -3.166 -5.367 0.753 -0.0517 -0.0035 -0.0180
C -2.973 -4.102 0.217 0.0890 -0.0203 0.0356
I -4.515 -3.157 -0.809 0.0024 0.0222 -0.0158
C -1.754 -3.440 0.371 -0.0767 -0.0456 -0.0313
O -1.540 -2.228 -0.134 -0.0025 -0.1871 -0.3010
C -0.736 -4.067 1.106 -0.0578 0.0991 -0.0300
C 0.542 -3.309 1.312 0.0174 -0.0352 0.0022
N 0.288 -2.004 2.008 -0.0367 0.0224 0.0197
C -0.339 -2.185 3.343 -0.0193 -0.0859 -0.0038
C -1.781 -1.745 3.357 0.0347 -0.0295 -0.0669
C -2.598 -1.945 4.454 -0.0417 -0.0576 0.0043
C -3.918 -1.533 4.388 0.0217 -0.0042 -0.0009
C -4.386 -0.926 3.232 -0.0141 0.0065 0.0068
C -3.510 -0.741 2.185 0.0173 -0.0237 -0.0317
N -2.238 -1.152 2.251 -0.1517 0.0511 0.1648
C -0.934 -5.329 1.644 0.0234 -0.0508 0.0396
H -4.115 -5.868 0.620 0.0009 0.0021 0.0005
H 1.021 -3.065 0.361 -0.0109 -0.0046 -0.0035
H 1.238 -3.901 1.911 0.0152 0.0067 -0.0143
H 1.175 -1.523 2.122 0.0523 -0.0784 0.0418
H 0.232 -1.640 4.095 -0.0291 0.0929 -0.0389
H -0.305 -3.244 3.609 0.0650 0.0208 0.0663
H -2.205 -2.425 5.340 -0.0031 -0.0060 -0.0016
H -4.578 -1.683 5.232 0.0006 -0.0021 0.0016
H -5.408 -0.589 3.143 -0.0015 -0.0023 0.0033
H -3.806 -0.253 1.267 -0.0022 0.0037 0.0076
H -0.139 -5.806 2.205 -0.0010 0.0041 -0.0012
C 4.330 0.184 -6.750 0.0008 -0.0017 0.0015
C 3.670 0.268 -5.402 -0.0052 -0.0008 -0.0095
C 2.676 -0.629 -5.029 -0.0068 0.0138 -0.0174
C 2.051 -0.563 -3.792 0.0096 -0.0131 0.0624
C 0.976 -1.571 -3.490 0.0130 0.0046 0.0241
C 2.439 0.445 -2.893 -0.0061 -0.0794 -0.0519
Te 1.590 0.562 -0.950 -0.2000 -0.1432 -0.0327
N -0.626 0.755 1.487 0.2754 0.0877 0.3553
C -0.989 1.904 2.177 -0.2421 0.2087 0.0372
O -2.164 2.115 2.406 0.1122 -0.0106 0.0057
C 0.100 2.827 2.597 -0.0122 0.0342 -0.0008
C 1.445 2.485 2.483 -0.0569 0.0069 -0.0083
C 2.424 3.385 2.872 0.0285 -0.0197 0.0030
C 2.062 4.628 3.372 -0.0119 0.0160 0.0029
C 0.721 4.973 3.488 0.0121 -0.0117 -0.0099
C -0.259 4.073 3.105 -0.0050 -0.0059 -0.0058
C -0.343 1.363 -1.340 -0.0601 0.0574 -0.0267
C -1.394 0.453 -1.509 0.1167 -0.0676 -0.0449
C -2.721 0.862 -1.414 -0.0072 0.0307 0.0003
C -2.996 2.202 -1.191 -0.0355 -0.0324 -0.0083
C -1.954 3.111 -1.091 0.0133 0.0050 0.0235
C -0.616 2.720 -1.148 0.0567 -0.0238 0.0588
C 0.469 3.747 -0.972 0.0238 -0.0239 -0.0301
C 3.442 1.361 -3.241 -0.0228 0.0550 0.0576
C 3.947 2.479 -2.360 -0.0089 0.0048 -0.0049
C 4.034 1.249 -4.496 0.0036 0.0033 -0.0010
H 4.001 -0.697 -7.298 -0.0003 -0.0013 0.0012
H 5.415 0.140 -6.651 -0.0002 0.0022 0.0010
H 4.092 1.064 -7.350 -0.0011 0.0013 0.0006
H 2.377 -1.405 -5.724 0.0033 -0.0010 0.0017
H 0.950 -2.340 -4.260 0.0099 -0.0089 0.0093
H -0.005 -1.096 -3.472 -0.0397 0.0070 0.0078
H 1.133 -2.057 -2.525 -0.0254 0.0151 0.0091
H 1.723 1.520 2.080 0.0078 -0.0271 -0.0046
H 3.470 3.119 2.785 -0.0008 0.0001 -0.0019
H 2.827 5.331 3.674 0.0027 -0.0023 -0.0049
H 0.443 5.943 3.877 -0.0003 -0.0029 0.0034
H -1.309 4.320 3.189 0.0001 -0.0068 -0.0020
H -1.179 -0.573 -1.786 -0.0106 -0.0503 0.0713
H -3.514 0.134 -1.538 -0.0079 0.0058 -0.0193
H -4.018 2.546 -1.109 0.0023 -0.0040 0.0052
H -2.181 4.158 -0.932 0.0014 0.0027 0.0018
H 0.046 4.724 -0.745 -0.0082 0.0043 -0.0104
H 1.066 3.838 -1.883 0.0100 -0.0101 0.0042
H 1.147 3.471 -0.162 -0.0262 0.0399 -0.0102
H 3.427 2.551 -1.408 0.0137 0.0054 -0.0214
H 3.838 3.435 -2.875 0.0057 -0.0031 -0.0066
H 5.009 2.343 -2.154 0.0003 -0.0036 0.0075
H 4.809 1.959 -4.765 -0.0008 0.0014 0.0021
```
Forces are in eV/Å.

As for the expectation value of S²: 0.814. The calculation puts the HOMO energy (spin up / spin down) at -0.388 / -0.389 hartree. Its multiplicity is 2. As for the net charge: +1.


Entry 2:
The following is a quantum chemistry calculation of a 8-piece molecular cluster, C38H92F6N6O17 overall, from the Open Molecules 2025 dataset.

```
159
Properties=species:S:1:pos:R:3:forces:R:3
N -0.555 -0.845 -1.989 -1.1433 -1.0570 0.1415
O 0.651 -0.670 -1.995 3.3866 0.6300 -0.4167
O -1.165 -0.946 -3.060 -0.6197 0.0937 -0.6762
O -1.106 -1.013 -0.906 -1.1409 0.1782 0.9136
C -2.545 -4.549 2.156 -1.3544 -3.6398 -1.6830
O -1.129 -4.771 1.761 0.6390 -0.8249 1.8215
O -3.230 -5.772 2.016 1.9124 4.3358 1.5156
C -2.551 -3.787 3.572 -2.6341 -1.1080 -2.7154
F -2.121 -4.520 4.520 1.2472 -1.4150 2.0918
F -1.928 -2.619 3.599 2.0128 1.6955 -0.2844
F -3.814 -3.385 3.923 -0.6669 -0.4283 -0.2197
C -0.389 -3.803 1.116 1.0296 -0.5696 -0.2028
C 1.146 -4.210 1.104 -0.2480 -0.0499 0.2758
H 1.403 -5.203 0.735 -0.7636 -0.1678 -0.5347
H 1.799 -3.521 0.569 -0.2811 0.4270 -0.4073
H 1.642 -4.288 2.072 -0.6270 0.3935 0.6063
H -0.494 -2.809 1.552 0.0999 0.2880 0.0976
H -0.784 -3.756 0.101 0.2899 0.4322 -0.5774
H -2.847 -3.866 1.362 -0.6195 1.0932 0.0622
C -1.223 3.023 -1.513 -4.5578 1.5537 2.5048
O -0.148 3.594 -0.604 -0.3814 -1.2603 -1.3312
O -2.483 3.232 -0.889 2.9215 -0.3375 -1.5766
C -1.200 3.680 -2.987 -0.3220 0.4028 1.8745
F -0.869 4.974 -3.078 -0.6757 0.5628 0.7011
F -0.188 3.111 -3.627 0.6678 -1.5942 -1.6177
F -2.389 3.543 -3.669 1.5340 -0.3804 0.5651
C 1.154 3.023 -0.707 -0.1836 1.3831 -0.3141
C 1.937 3.617 0.425 0.2947 0.5099 1.1982
H 2.929 3.195 0.586 0.1519 -0.4652 -0.1840
H 2.120 4.691 0.425 -0.3739 0.1035 -0.5193
H 1.345 3.424 1.319 0.0520 -0.0683 0.2697
H 1.591 3.347 -1.651 0.2420 -0.3296 -0.3724
H 1.248 1.944 -0.582 -0.6905 -0.4352 -0.3490
H -1.146 1.937 -1.562 1.1533 -0.2415 -0.6172
C 2.395 -0.113 1.319 0.6643 -0.6324 -0.9306
O 1.860 0.673 2.335 1.3190 0.2152 1.9801
C 2.927 1.175 3.203 -3.0280 0.4583 0.0494
C 2.167 2.113 4.193 -0.0707 1.0028 -1.3585
N 1.241 1.417 5.141 3.0558 -2.0059 1.8032
H 0.701 0.660 4.748 -1.0028 0.1261 -0.9254
H 1.875 0.874 5.711 0.5574 -0.7040 0.3413
C 0.515 2.190 6.166 -0.3296 1.1088 -0.3049
C -0.077 1.323 7.297 -0.8874 0.2354 -1.6973
O -0.765 0.257 6.670 1.1915 0.5240 -0.5000
C -1.112 -0.725 7.606 -0.7752 -0.7606 0.3817
H 3.045 0.535 0.731 0.1759 -0.0293 -0.4498
H 1.645 -0.566 0.669 -0.4398 0.4401 0.1132
H 2.992 -0.949 1.683 0.1426 -0.0847 0.3628
H 3.686 1.691 2.615 -0.1497 0.4287 0.0612
H 3.452 0.442 3.816 -0.1174 -0.7028 -0.2391
H 1.476 2.827 3.746 0.4670 -0.0002 -0.8679
H 2.941 2.706 4.680 -0.3394 -0.1776 0.8254
H -0.118 2.753 5.480 -0.9983 0.2431 1.0052
H 1.206 2.891 6.634 0.1593 0.0578 -0.2509
H -0.811 1.901 7.859 0.1932 0.4468 0.2144
H 0.691 0.972 7.987 0.2425 -0.0927 -0.0639
H -1.333 -1.650 7.074 -0.0075 0.0852 0.0290
H -2.004 -0.385 8.131 -0.0989 -0.2030 0.2886
H -0.314 -0.903 8.327 0.0942 -0.0523 0.0060
C -1.289 5.304 7.553 0.0895 1.0956 0.5518
O -2.168 4.451 6.865 -0.9695 -0.7457 -0.3156
C -3.110 5.211 6.114 0.3102 0.0679 -0.8013
C -4.074 4.380 5.281 0.4875 -1.3505 0.4609
N -3.377 3.217 4.573 0.1784 -0.7188 0.7837
H -3.903 3.077 3.722 0.2644 -0.0259 -0.6953
H -2.418 3.430 4.340 0.3273 0.5279 -0.5278
C -3.302 1.814 5.182 0.2394 -0.9108 -1.5958
C -2.668 0.782 4.136 -0.3231 1.0659 -0.3666
O -1.598 1.292 3.361 0.8558 0.1877 0.4958
C -1.128 0.333 2.370 -0.1754 0.1272 -0.7027
H -0.581 4.780 8.196 -0.2046 -0.4462 -0.3068
H -1.846 5.978 8.203 -0.1442 -0.0001 0.1829
H -0.743 5.960 6.875 0.2056 -0.1011 -0.2886
H -2.513 5.826 5.441 -0.1413 0.4229 -0.1470
H -3.779 5.847 6.693 0.3673 0.2121 0.4928
H -4.558 4.938 4.480 0.2376 0.3524 0.2407
H -4.862 3.948 5.897 0.0864 -0.1467 0.0012
H -4.353 1.524 5.189 0.1637 -0.2454 0.9302
H -2.743 1.704 6.111 -0.4252 0.8453 0.0598
H -3.466 0.585 3.420 -0.2087 -0.7160 0.0919
H -2.318 -0.092 4.685 -0.5641 -0.1851 0.0280
H -1.903 0.124 1.633 -0.2476 0.0206 0.1101
H -0.782 -0.624 2.761 -0.2604 0.0350 0.6362
H -0.289 0.732 1.800 -0.3539 0.5482 0.3689
C 8.911 -1.055 -3.804 -1.5423 -0.6380 -0.7872
O 7.742 -0.244 -4.068 0.7800 0.8615 1.9854
C 7.757 0.980 -3.256 -0.8539 -1.7452 -1.7660
C 6.296 1.374 -3.254 -0.1285 0.4671 0.3913
N 5.366 0.360 -2.605 -1.0280 0.6981 0.2945
H 5.303 -0.516 -3.104 0.2373 -0.2291 -0.6756
H 5.789 0.121 -1.720 -0.0250 -0.1466 0.5172
C 3.866 0.822 -2.318 -0.0667 -0.2001 -1.2216
C 3.018 1.069 -3.646 1.4329 1.6597 1.1461
O 3.652 2.155 -4.382 -0.2586 -1.5663 0.3673
C 3.008 2.368 -5.633 0.1833 -0.7744 -0.3922
H 9.136 -1.115 -2.739 0.4229 0.4960 -0.0728
H 9.703 -0.758 -4.492 0.2972 -0.0931 0.4954
H 8.527 -2.046 -4.047 0.5883 -0.2111 -0.2912
H 8.389 1.697 -3.779 -0.2712 0.4293 0.1372
H 8.165 0.852 -2.253 -0.0080 -0.4038 0.1248
H 5.900 1.509 -4.261 0.1476 0.4681 0.2961
H 6.228 2.235 -2.589 -0.4963 0.4123 -0.5436
H 3.925 1.647 -1.607 0.0527 0.2996 -0.4871
H 3.403 -0.004 -1.777 0.0399 -0.1684 -0.1144
H 2.015 1.434 -3.424 -0.1431 -0.4709 0.6543
H 2.931 0.122 -4.179 0.2495 0.0645 -0.3629
H 3.780 2.729 -6.311 -0.4016 0.7556 0.0985
H 2.070 2.918 -5.560 0.3459 0.6053 0.1023
H 2.709 1.427 -6.095 -0.0213 -0.4902 0.1263
C -0.989 -5.842 -4.971 -0.6577 0.2864 0.7993
O -0.313 -5.718 -3.708 0.1793 0.5845 -0.1007
C -0.318 -4.372 -3.192 0.9039 -0.1912 -1.4964
C 1.124 -4.042 -2.798 0.6913 -1.3128 0.3182
N 2.086 -3.965 -4.030 -0.8024 -0.1770 1.0703
H 3.026 -3.883 -3.671 0.3808 0.8302 0.3679
H 2.199 -4.839 -4.524 -0.9571 -0.7230 -0.2235
C 1.735 -2.857 -4.942 1.4845 -0.5320 -0.9468
C 2.919 -2.576 -5.909 -1.0522 1.0516 0.6086
O 3.921 -1.904 -5.203 -1.2405 -1.1721 1.9344
C 4.783 -1.163 -5.956 0.7523 1.0551 -0.8675
H -1.977 -5.391 -4.881 -0.2522 -0.2006 -0.0040
H -1.101 -6.901 -5.207 0.2143 0.1626 0.0663
H -0.514 -5.293 -5.784 0.5231 -0.0855 -0.0822
H -1.058 -4.162 -2.420 0.2798 -0.3786 0.3575
H -0.576 -3.710 -4.019 -0.2340 0.3093 0.0367
H 1.588 -4.853 -2.237 -0.4632 -0.3289 0.1320
H 1.289 -3.177 -2.156 -0.2948 0.5303 -0.5922
H 1.517 -2.054 -4.238 -0.2302 0.5631 -0.6499
H 0.894 -3.161 -5.566 -0.1786 0.1306 0.4421
H 2.478 -1.911 -6.652 0.1075 0.0275 -0.3908
H 3.403 -3.416 -6.408 -0.5841 -0.5153 -0.0847
H 5.706 -1.169 -5.376 0.4024 0.3199 -0.7143
H 4.392 -0.156 -6.102 0.1155 0.4526 0.2728
H 4.858 -1.522 -6.982 0.6282 -0.4690 0.0388
C -5.355 0.510 -5.583 -0.4192 0.1879 0.7544
O -5.411 0.193 -4.149 0.0117 0.3118 -1.4499
C -4.414 0.957 -3.500 0.0990 -0.4853 0.7946
C -4.103 0.321 -2.168 -0.7840 -0.6769 0.1772
N -5.405 0.264 -1.264 2.9188 0.5719 -0.8184
H -5.758 1.210 -1.295 -0.1069 0.4551 0.1781
H -6.121 -0.302 -1.697 -0.1576 -0.7435 -0.0490
C -5.135 -0.136 0.177 -2.2913 1.3897 -0.6584
C -4.934 -1.577 0.307 0.6725 -2.0586 -0.8257
O -5.976 -2.333 -0.294 -0.5927 1.8816 -0.3749
C -6.063 -3.611 0.221 -0.9035 -1.8585 1.0465
H -5.452 1.591 -5.683 -0.0220 0.0658 -0.1420
H -6.161 0.037 -6.144 -0.1263 -0.1268 0.5380
H -4.421 0.204 -6.054 0.2409 -0.1339 0.3585
H -4.688 1.989 -3.284 -0.1530 0.3568 -0.6608
H -3.499 0.881 -4.089 0.2490 0.4841 0.1437
H -3.384 0.898 -1.587 0.0327 0.1124 -0.0581
H -3.750 -0.687 -2.389 -0.1317 -0.0945 0.6560
H -6.098 0.184 0.576 -0.1108 -0.4312 0.8039
H -4.398 0.476 0.696 0.4177 -0.0117 -0.8152
H -4.778 -1.831 1.355 -0.0375 -0.1425 0.1452
H -4.079 -1.911 -0.282 0.8543 0.3561 0.5036
H -6.898 -4.182 -0.185 -0.0499 0.4614 -0.7417
H -6.364 -3.570 1.268 0.5681 -0.0021 0.4224
H -5.190 -4.249 0.086 0.4084 0.2795 0.1570
```
Forces are in eV/Å.

The calculation puts the HOMO energy at -0.317 hartree. Its multiplicity is 1. For the relative energy (zero: lowest compared OMol25 entry of this formula, charge and spin), the calculation gives 0.0 kcal/mol. As for the net charge: +2.